No. 1
Here is a structure of composition C41H105BNbO16P2S in a non-equilibrium geometry from the OMol25 dataset. Energies are from the ωB97M-V functional and the def2-TZVPD basis.

Its net charge is -1. As for the largest force on an atom: 0.0344 Eh/bohr. The LUMO energy is 0.06984 hartree. As for the spin multiplicity: 1.

CARTESIAN COORDINATES (ANGSTROEM)
C 4.59329 0.62520 -4.68762
C 3.34758 -0.15568 -4.26743
C 2.21159 -0.07068 -5.30029
C 1.19258 1.04857 -4.96450
Nb -0.55229 0.42669 -3.72056
C -0.31840 1.57094 -1.80769
C 1.05879 1.68744 -1.12096
C 1.16354 2.88704 -0.17620
P -1.39778 -1.40858 -5.50002
S -0.66469 -1.19621 -7.36285
B 0.13741 -1.51463 -2.51057
O 1.34576 -1.35801 -1.81824
O -0.35368 -2.80120 -2.50947
C -1.72555 -3.13383 -2.36107
C -2.24818 -2.69889 -1.00329
P -2.36145 1.90173 -4.53099
C -1.74020 3.64196 -4.60467
C -2.37262 4.50248 -5.69011
C -4.09289 2.11206 -3.92585
C -4.26079 1.82533 -2.42765
H 4.39544 1.70298 -4.69592
H 5.43278 0.44370 -4.00812
H 4.90893 0.33461 -5.69462
H 3.61646 -1.20237 -4.09872
H 2.99477 0.22455 -3.30196
H 1.70438 -1.03834 -5.37568
H 2.64118 0.08419 -6.29929
H 0.74937 1.44188 -5.89296
H 1.71697 1.89181 -4.47884
H -2.08735 -0.34396 -2.97186
H -1.02888 1.16236 -1.07788
H -0.68182 2.58275 -2.05852
H 1.23150 0.77227 -0.54914
H 1.86723 1.71944 -1.86231
H 2.20185 3.16625 0.03799
H 0.70419 2.66862 0.79457
H 0.66510 3.77200 -0.59134
H -2.81094 -1.37874 -5.53596
H -1.30349 -2.76799 -5.12677
H 1.26583 -1.58467 -0.88783
H -1.79438 -4.21916 -2.48004
H -2.31109 -2.65653 -3.15543
H -2.42469 -1.61937 -0.99123
H -1.52529 -2.93517 -0.21424
H -3.18237 -3.21347 -0.75191
H -1.85543 4.09225 -3.60774
H -0.65865 3.55140 -4.77062
H -2.07699 4.16521 -6.68637
H -3.46603 4.47696 -5.65101
H -2.07364 5.55187 -5.58573
H -4.73490 1.45631 -4.52220
H -4.40701 3.13272 -4.16593
H -3.34112 2.07802 -1.89237
H -4.43199 0.76186 -2.24324
H -5.09434 2.38978 -1.99425
C -3.18740 2.35578 4.07294
O -3.84877 2.98277 2.99336
C -2.96491 3.52921 2.02538
C -2.80663 2.60869 0.83508
O -2.21913 1.37716 1.20515
C -3.14593 0.31686 1.31090
H -3.92967 1.76724 4.61203
H -2.39125 1.69066 3.72987
H -2.76794 3.10138 4.76041
H -1.98470 3.71755 2.47506
H -3.37720 4.48641 1.69349
H -2.16165 3.07834 0.08511
H -3.78660 2.43996 0.37562
H -3.47394 -0.00932 0.31637
H -4.02066 0.60647 1.90211
H -2.64605 -0.51378 1.80821
C -5.24006 -1.18895 4.33049
O -3.84628 -1.39449 4.47276
C -3.39001 -1.28349 5.80620
C -3.18685 -2.63957 6.45207
O -4.39661 -3.36022 6.59263
C -4.61268 -4.32044 5.57494
H -5.52312 -1.51274 3.32990
H -5.80841 -1.76703 5.06386
H -5.49109 -0.12766 4.44583
H -4.09161 -0.69073 6.40529
H -2.43012 -0.75735 5.79150
H -2.76565 -2.49756 7.45172
H -2.46689 -3.21530 5.85849
H -3.93485 -5.17389 5.68828
H -4.47664 -3.89365 4.57860
H -5.63888 -4.66861 5.67903
C 0.59766 4.89217 2.78084
O 1.99127 4.72540 2.62138
C 2.66097 5.88268 2.16309
C 3.37281 6.61037 3.28337
O 2.47983 7.13020 4.25458
C 2.34697 6.31431 5.40020
H 0.22632 3.99855 3.28119
H 0.36823 5.77438 3.38660
H 0.09650 4.98306 1.81073
H 1.95836 6.56280 1.66762
H 3.40345 5.56958 1.42279
H 3.93319 7.45072 2.86408
H 4.09311 5.93191 3.75698
H 3.25113 6.34954 6.02004
H 2.14712 5.27303 5.13516
H 1.51142 6.70673 5.97804
C 9.57817 6.50790 6.65065
O 8.30619 6.47639 7.26624
C 7.39565 7.42983 6.75084
C 6.43624 6.82954 5.74489
O 7.09148 6.36897 4.57830
C 7.29409 4.96898 4.54772
H 10.12032 5.62837 6.99391
H 9.50099 6.48383 5.56071
H 10.13761 7.40420 6.94241
H 7.93719 8.26125 6.28423
H 6.82000 7.82917 7.59073
H 5.71904 7.59822 5.43961
H 5.87736 6.01169 6.21522
H 6.35047 4.43469 4.39013
H 7.75123 4.60778 5.47286
H 7.95709 4.76133 3.70980
C -5.51054 -2.67174 0.56277
O -6.68861 -2.80585 1.34015
C -7.68457 -1.84708 1.03790
C -8.76875 -2.40729 0.13968
O -8.28584 -2.75140 -1.14291
C -8.00731 -4.12725 -1.30817
H -4.90830 -3.56277 0.73240
H -5.73577 -2.58588 -0.50314
H -4.93173 -1.79360 0.86753
H -7.23693 -0.96433 0.56674
H -8.14246 -1.53118 1.98104
H -9.54403 -1.64632 0.00942
H -9.22578 -3.27888 0.62441
H -8.93175 -4.71458 -1.35713
H -7.38808 -4.51584 -0.49565
H -7.47293 -4.23185 -2.25058
C -0.42792 -8.26025 -0.52679
O -0.26793 -7.52139 0.66798
C 1.06280 -7.48759 1.14742
C 1.80577 -6.22983 0.74034
O 1.99805 -6.14379 -0.65347
C 1.08050 -5.27607 -1.30666
H -1.43476 -8.06274 -0.89109
H 0.29611 -7.96109 -1.28801
H -0.32128 -9.33594 -0.34268
H 1.61799 -8.36385 0.78970
H 1.01934 -7.53607 2.23957
H 2.79095 -6.24464 1.21903
H 1.26420 -5.35096 1.11103
H 1.28819 -4.22584 -1.09243
H 0.04990 -5.50029 -1.01801
H 1.19730 -5.43202 -2.37737
C 4.43697 -5.83676 -6.83715
O 5.64727 -6.01616 -6.12256
C 6.53891 -4.92354 -6.22858
C 6.45267 -3.97970 -5.04438
O 5.19617 -3.34560 -4.96474
C 4.32364 -3.91078 -4.00074
H 3.76685 -6.63880 -6.53259
H 3.97272 -4.87379 -6.61575
H 4.60513 -5.90474 -7.91803
H 6.34150 -4.35907 -7.14806
H 7.55418 -5.32788 -6.28899
H 7.21634 -3.20384 -5.16503
H 6.67008 -4.52840 -4.11988
H 4.63608 -3.64216 -2.98570
H 4.28668 -5.00021 -4.08404
H 3.33206 -3.49731 -4.17683

Forces on atoms 1 to 2 (eV/Å):
-0.038 0.031 0.041
0.033 -0.044 -0.046

***

No. 2
Here is an isolated molecule of C4ClF3O in a non-equilibrium geometry from the OMol25 dataset. Energies are from the ωB97M-V functional and the def2-TZVPD basis.

The value obtained for the energy relative to the best compared isomer or geometry (same formula, charge and spin) is 0.00 kcal per mole. Its net charge is 0. As for the largest force on an atom: 0.1002 Eh/bohr. The LUMO energy is -0.08315 hartree. As for the spin multiplicity: 1.

CARTESIAN COORDINATES (ANGSTROEM)
C -1.44271 1.14295 0.75986
C 0.55746 -0.31243 0.10181
C -0.80785 -0.06945 0.32957
C 0.94498 -1.29540 -0.71160
O -2.12369 1.64918 1.50984
F -1.16386 1.86282 -0.53108
F 0.08307 -2.07516 -1.38068
F 2.16076 -1.52714 -1.11561
Cl 1.79183 0.62462 1.03790

Forces on atoms 1 to 2 (eV/Å):
2.984 -1.055 -4.064
-1.092 2.048 2.924

***

No. 3
Here is a cluster of 4 separate species, C8H23ClNO5 in total in a non-equilibrium geometry from the OMol25 dataset. Energies are from the ωB97M-V functional and the def2-TZVPD basis.

The value obtained for the energy relative to the best compared isomer or geometry (same formula, charge and spin) is 0.00 kcal per mole. Its net charge is -1. As for the largest force on an atom: 0.0482 Eh/bohr. The LUMO energy is 0.11001 hartree. As for the spin multiplicity: 1.

CARTESIAN COORDINATES (ANGSTROEM)
Cl -1.24613 -1.88364 -1.63995
C 1.92810 -0.15135 2.61485
C 1.66690 -0.32866 1.13744
C 2.83558 -0.44021 0.15790
O 3.51354 0.80664 0.10317
C 4.56010 0.78659 -0.87760
N 0.82170 -1.55202 0.99494
H 1.02418 -0.07144 3.21872
H 2.39738 0.82246 2.75481
H 2.58555 -0.94991 2.95857
H 1.14303 0.55865 0.78198
H 2.32332 -0.69230 -0.77062
H 3.53876 -1.22863 0.42631
H 4.57756 -0.05173 -1.57404
H 5.55122 0.73142 -0.42732
H 4.48681 1.66881 -1.51353
H 0.05710 -1.56741 1.65468
H 0.33706 -1.48534 0.11132
C -3.68467 -0.28162 1.02492
C -3.00200 -1.55576 1.55364
O -3.60198 -2.75738 0.97891
O -4.95349 -0.07366 1.70402
H -3.75114 -0.33036 -0.06195
H -2.96540 0.52310 1.17722
H -2.98918 -1.59556 2.64283
H -1.97888 -1.63388 1.18590
H -4.53985 -2.63532 1.14350
H -5.41560 0.68304 1.33598
C -1.12192 1.97425 -2.13410
C 0.24219 1.65351 -2.66414
O 0.32163 0.36174 -3.35169
O -1.38500 1.50351 -0.84792
H -1.86846 1.54693 -2.80353
H -1.25634 3.05473 -2.08341
H 1.00126 1.75737 -1.88882
H 0.56352 2.48736 -3.28828
H -0.32840 -0.19786 -2.92052
H -1.38806 0.54410 -0.81434

Forces on atoms 1 to 2 (eV/Å):
-0.048 0.590 0.011
0.957 0.794 -0.239

***

No. 4
Here is a cluster of 4 separate species, C19H29F5N2O3 in total in a non-equilibrium geometry from the OMol25 dataset. Energies are from the ωB97M-V functional and the def2-TZVPD basis.

Its net charge is 0. As for the largest force on an atom: 0.0381 Eh/bohr. The LUMO energy is -0.01478 hartree. As for the spin multiplicity: 1.

CARTESIAN COORDINATES (ANGSTROEM)
F -2.29488 -1.67625 1.11649
C -1.79510 -2.87359 0.80250
F -0.79680 -2.71200 -0.08993
F -2.75113 -3.55506 0.14122
C -1.22944 -3.67252 2.03394
F -0.17690 -4.43211 1.62051
F -2.20515 -4.58069 2.36287
C -0.86992 -2.85229 3.27038
C -1.27318 -3.35532 4.47887
C -1.01825 -2.65295 5.70574
C -0.34377 -1.47092 5.64675
C 0.11827 -0.89607 4.41842
N 0.77145 0.30503 4.49369
C 1.12076 0.70062 3.29045
C 0.90766 -0.00861 2.05848
N 0.28521 -1.16289 2.01909
C -0.14295 -1.61260 3.23628
H -1.82522 -4.29462 4.55783
H -1.37863 -3.06043 6.65277
H -0.17519 -0.91330 6.57532
H 1.62721 1.67521 3.22244
H 1.26348 0.43011 1.11472
C 3.53774 1.50118 -1.84661
C 2.50174 0.38781 -1.89433
C 1.76687 0.37013 -3.22429
O 1.56155 0.56388 -0.83404
H 3.06002 2.47848 -1.96158
H 4.04979 1.50780 -0.88231
H 4.28219 1.38228 -2.63588
H 2.99026 -0.57463 -1.73221
H 1.23147 1.31097 -3.38485
H 1.02179 -0.42608 -3.24019
H 2.45736 0.21701 -4.05558
H 1.12044 1.41512 -0.96402
C 1.81458 5.39292 0.28625
C 0.45944 4.70492 0.34359
C -0.38378 5.23799 1.49091
O 0.64365 3.29614 0.49924
H 2.37801 5.21535 1.20685
H 2.41230 4.99430 -0.53529
H 1.70556 6.46974 0.14760
H -0.06810 4.85458 -0.59976
H 0.10865 5.05539 2.45054
H -1.34830 4.72935 1.52555
H -0.55810 6.31024 1.38819
H 1.10904 3.14844 1.32979
C -2.28404 -1.74381 -3.09520
C -1.93100 -1.79335 -4.57424
C -2.70034 -2.89362 -5.28915
O -0.52835 -2.01343 -4.72444
H -2.02575 -2.68549 -2.60361
H -1.71904 -0.95700 -2.59202
H -3.34956 -1.55616 -2.94889
H -2.15300 -0.83025 -5.03735
H -2.45533 -3.87288 -4.86810
H -2.43111 -2.92427 -6.34624
H -3.77791 -2.73997 -5.20771
H -0.31626 -2.86177 -4.31945

Forces on atoms 1 to 2 (eV/Å):
-0.019 -0.424 0.194
0.838 -0.037 -1.325

***

No. 5
Here is a structure of composition C14H23B2F4N5O5Pd in a non-equilibrium geometry from the OMol25 dataset. Energies are from the ωB97M-V functional and the def2-TZVPD basis.

Its net charge is +2. As for the largest force on an atom: 0.0227 Eh/bohr. The LUMO energy is -0.35694 hartree. As for the spin multiplicity: 1.

CARTESIAN COORDINATES (ANGSTROEM)
Pd 1.59543 -0.28487 -0.16529
C 4.29596 0.30199 3.09534
C 3.36184 0.40942 1.95072
N 2.47355 -0.46236 1.63708
O 2.37272 -1.59307 2.40046
B 2.61244 -2.78711 1.70743
F 2.42028 -3.90798 2.33875
F 3.34184 -2.72742 0.59658
O 0.79763 -2.94796 0.43884
N 0.78974 -2.09320 -0.38599
C 0.19995 -2.37303 -1.69744
C -0.40549 -3.69784 -1.94129
C 0.34720 -1.35471 -2.57617
N 1.00889 -0.19548 -2.03389
O 1.19193 0.73501 -2.76237
B 1.51174 2.53687 -1.73036
F 1.58242 3.29979 -2.78474
F 0.37550 2.37616 -1.05111
O 2.72359 2.31497 -1.03678
N 2.65067 1.40856 -0.02653
C 3.42576 1.56003 0.98408
C 4.34724 2.70390 1.17870
C -0.08630 -1.29566 -3.98828
H 4.39438 -0.72887 3.42155
H 5.27044 0.70576 2.82563
H 3.91388 0.88952 3.93562
H -0.30528 -4.34132 -1.07175
H -1.46719 -3.58620 -2.17423
H 0.07487 -4.17362 -2.79835
H 4.04410 3.55121 0.57103
H 4.38060 2.98963 2.22926
H 5.35782 2.41286 0.87710
H -0.68864 -2.16222 -4.24575
H -0.66053 -0.38490 -4.16796
H 0.78479 -1.25374 -4.64723
O -0.80282 -0.37007 0.69705
C -1.82712 0.34891 0.65689
C -2.55276 0.60731 -0.63898
C -3.94527 -0.04553 -0.68343
C -5.03531 0.75950 0.01997
C -4.83066 0.94159 1.52025
C -3.54892 1.68557 1.87352
N -2.34180 0.85609 1.76937
H -1.92073 0.20750 -1.43345
H -2.63944 1.68514 -0.80484
H -3.88538 -1.05159 -0.25596
H -4.22617 -0.16734 -1.73048
H -5.99131 0.26210 -0.14860
H -5.11371 1.74312 -0.45407
H -4.83487 -0.02600 2.02945
H -5.66862 1.51197 1.92380
H -3.57961 2.04147 2.90075
H -3.42645 2.56398 1.23511
H -1.86281 0.60218 2.62097

Forces on atoms 1 to 2 (eV/Å):
0.111 -0.095 0.133
-0.071 0.051 0.050

***

| no. | gap between HOMO and LUMO (eV) | E (eV) | HOMO level (eV) |
| --- | --- | --- | --- |
| 1 | 5.86 | -108610.63871 | -3.96 |
| 2 | 7.77 | -26866.11545 | -10.04 |
| 3 | 8.07 | -32919.97086 | -5.07 |
| 4 | 9.16 | -42883.70029 | -9.57 |
| 5 | 5.49 | -48269.64720 | -15.20 |